56
Properties=species:S:1:pos:R:3:forces:R:3:lowdin_charge:R:1 method="wB97M-V/def2-TZVPD" relative_energy_kcal_mol=58.3 smiles="COc1ccc(OC)c(S(=O)(=O)N2CCC(C(=O)NC[C@@H]3CCCO3)CC2)c1" multiplicity=1 total_charge=0 lumo_energy_ev=0.78
C -6.8259 -2.8624 -0.0773 0.001 -0.137 -0.083 -0.08
H -5.9123 -3.4060 0.1802 -0.011 0.017 -0.010 0.10
O -6.9774 -1.7048 0.7143 -0.095 0.143 0.156 -0.08
C -6.0298 -0.7398 0.6310 0.284 0.300 -0.046 -0.27
C -6.2252 0.3931 1.4270 -0.032 -0.238 -0.151 0.02
C -5.3178 1.4300 1.4147 0.242 -0.004 -0.143 0.01
C -4.1813 1.3709 0.6078 -0.007 0.173 0.068 -0.28
C -3.9987 0.2469 -0.1821 0.636 0.232 -0.190 -0.18
C -4.8989 -0.8017 -0.1768 -0.323 -0.375 -0.008 0.01
H -4.6785 -1.6389 -0.8187 -0.070 -0.158 -0.023 0.11
S -2.5749 0.1383 -1.2673 -0.200 0.039 0.324 0.71
O -2.5934 1.2461 -2.1817 0.185 0.164 0.171 -0.28
O -2.5870 -1.1811 -1.8472 -0.030 -0.011 0.280 -0.29
N -1.3224 0.3508 -0.1961 -0.936 -0.054 -0.671 -0.23
C -0.9656 -0.8343 0.5500 0.005 -0.675 0.289 -0.18
C -0.0325 -1.7570 -0.2373 0.132 0.075 0.158 -0.12
H 0.2926 -2.5705 0.4125 -0.026 -0.025 -0.016 0.12
H -0.5840 -2.1704 -1.0830 0.088 -0.045 0.048 0.11
C 1.1882 -0.9930 -0.7610 -0.172 -0.193 0.058 -0.22
C 2.1316 -0.5986 0.3762 0.011 -0.036 -0.596 -0.46
O 1.8774 -0.7338 1.5558 -0.176 -0.117 0.419 0.07
N 3.2908 -0.0520 -0.0563 0.407 0.149 -0.160 0.08
H 3.5391 -0.0916 -1.0329 -0.173 -0.042 0.000 0.14
C 4.3778 0.2738 0.8333 0.311 -0.264 0.001 -0.12
H 4.6533 1.3253 0.6999 0.058 -0.032 0.111 0.13
H 4.0240 0.1113 1.8532 0.079 0.062 -0.079 0.13
C 5.5938 -0.6189 0.5351 -0.366 0.101 0.522 -0.31
C 6.8248 -0.2210 1.3584 -0.081 -0.056 -0.236 -0.13
H 7.4329 -1.0995 1.5748 -0.005 -0.003 0.055 0.12
C 7.5684 0.7141 0.4063 -0.129 -0.100 -0.162 -0.16
H 7.1556 1.7218 0.4597 0.032 0.042 -0.008 0.11
C 7.2522 0.0796 -0.9459 0.417 0.109 -0.091 -0.20
H 7.9653 -0.7257 -1.1722 -0.039 0.104 -0.006 0.12
O 5.9497 -0.4678 -0.8372 -0.245 -0.006 -0.055 -0.11
H 7.2539 0.7928 -1.7735 0.052 -0.063 0.054 0.12
H 8.6369 0.7594 0.6009 0.045 0.056 0.009 0.11
H 6.5472 0.2555 2.2954 0.004 -0.018 0.092 0.12
H 5.3052 -1.6650 0.6981 0.029 0.127 -0.004 0.15
C 0.7228 0.2448 -1.5423 0.015 0.097 0.149 -0.12
C -0.1882 1.1074 -0.6689 0.246 0.380 -0.550 -0.18
H -0.5856 1.9483 -1.2375 0.242 0.080 0.093 0.12
H 0.3528 1.4814 0.2057 -0.085 0.026 0.006 0.14
H 1.5732 0.8355 -1.8867 -0.027 0.001 -0.068 0.11
H 0.1488 -0.0814 -2.4131 0.087 0.018 -0.068 0.12
H 1.7537 -1.6480 -1.4356 -0.021 0.070 0.056 0.15
H -1.8944 -1.3535 0.7940 0.090 -0.097 0.180 0.12
H -0.4785 -0.5166 1.4751 -0.150 -0.024 -0.078 0.12
O -3.2458 2.3743 0.6383 -0.203 -0.277 0.205 -0.11
C -3.5182 3.4631 -0.2307 -0.095 0.244 -0.217 -0.07
H -2.7537 4.2078 -0.0188 -0.051 0.044 -0.041 0.09
H -4.5094 3.8861 -0.0348 0.061 0.004 0.028 0.09
H -3.4501 3.1472 -1.2752 -0.035 0.080 0.121 0.08
H -5.4718 2.2965 2.0397 0.022 0.094 0.060 0.13
H -7.1038 0.4331 2.0515 -0.098 0.011 0.084 0.12
H -6.8148 -2.6190 -1.1435 0.010 -0.002 0.022 0.10
H -7.6923 -3.4832 0.1448 0.091 0.007 -0.058 0.09



45
Properties=species:S:1:pos:R:3:forces:R:3:lowdin_charge:R:1 method="wB97M-V/def2-TZVPD" relative_energy_kcal_mol=2.5 smiles="CC[C@@H]1S[C@@H](CC)C(=O)N(CC(=O)Nc2ccc3c(c2)OCO3)C1=O" multiplicity=1 total_charge=0 lumo_energy_ev=0.61
C 4.5619 2.9716 1.6333 -0.001 -0.022 -0.142 -0.09
H 4.8190 2.6686 2.6456 0.013 0.012 0.138 0.08
C 4.8484 1.8436 0.6528 -0.100 0.033 0.154 -0.27
C 3.9874 0.5933 0.9146 0.304 -0.378 0.040 -0.48
C 2.5729 0.8846 0.4718 0.174 -0.069 0.162 -0.44
O 1.8878 1.6793 1.0738 -0.120 0.046 0.055 0.11
N 2.1323 0.3449 -0.7233 -0.479 0.522 -0.334 0.04
C 2.4701 -0.8986 -1.2486 0.415 -0.399 -0.088 -0.46
O 2.1065 -1.2241 -2.3500 -0.161 -0.121 -0.077 0.12
C 3.3022 -1.7738 -0.3509 0.402 0.085 0.315 -0.49
H 3.6631 -2.6197 -0.9416 -0.094 0.148 -0.029 0.12
C 2.5614 -2.2748 0.8880 -0.118 -0.199 -0.134 -0.25
C 1.5042 -3.3060 0.5141 0.008 0.175 0.074 -0.09
H 1.0315 -3.6913 1.4136 -0.098 -0.088 0.046 0.08
H 0.7378 -2.8481 -0.1047 -0.093 -0.046 -0.060 0.06
H 1.9493 -4.1362 -0.0296 0.034 -0.122 -0.040 0.08
H 2.0784 -1.4389 1.3990 0.055 -0.031 0.078 0.11
H 3.2951 -2.7169 1.5666 0.005 0.108 -0.026 0.11
S 4.7863 -0.8064 0.0587 -0.086 0.137 -0.056 1.00
C 0.9647 0.9771 -1.3106 0.044 -0.169 0.058 -0.03
H 1.0146 2.0512 -1.1254 -0.054 -0.122 -0.053 0.14
H 0.9787 0.7643 -2.3831 -0.043 0.081 0.156 0.14
C -0.3040 0.3720 -0.6894 0.293 0.564 -0.379 -0.41
O -0.2624 -0.6385 -0.0293 -0.054 -0.277 0.221 0.10
N -1.4161 1.0846 -0.9944 0.047 0.251 -0.181 0.14
C -2.7477 0.8347 -0.6320 -0.449 -0.023 0.045 -0.21
C -3.7172 1.7094 -1.1123 0.232 -0.088 0.029 -0.03
C -5.0651 1.5456 -0.8094 -0.234 -0.286 0.241 0.01
C -5.4023 0.4799 -0.0120 0.540 -0.270 0.115 -0.21
C -4.4303 -0.3982 0.4718 -0.365 0.613 -0.380 -0.19
C -3.0972 -0.2495 0.1811 -0.144 -0.244 0.197 0.09
H -2.3562 -0.9303 0.5586 0.065 -0.046 0.021 0.12
O -5.0298 -1.3607 1.2344 0.509 0.039 -0.099 0.04
C -6.4103 -1.0660 1.2194 -0.919 -0.621 0.568 -0.16
O -6.6356 0.0870 0.4363 0.046 0.343 -0.250 0.03
H -6.7605 -0.8868 2.2487 0.146 0.017 -0.235 0.14
H -6.9645 -1.9166 0.7912 0.183 0.205 0.031 0.14
H -5.8124 2.2243 -1.1832 -0.097 0.103 -0.058 0.12
H -3.4214 2.5390 -1.7372 0.058 0.094 -0.078 0.11
H -1.2909 1.9109 -1.5626 0.113 -0.152 0.113 0.15
H 3.9802 0.3820 1.9882 -0.151 0.105 -0.117 0.12
H 4.6796 2.1790 -0.3734 0.077 -0.085 -0.040 0.12
H 5.8954 1.5428 0.7334 0.014 0.013 -0.085 0.10
H 3.5092 3.2405 1.6134 0.007 0.066 0.054 0.06
H 5.1521 3.8466 1.3734 0.076 0.098 0.029 0.07



37
Properties=species:S:1:pos:R:3:forces:R:3:lowdin_charge:R:1 method="wB97M-V/def2-TZVPD" multiplicity=1 total_charge=-1 lumo_energy_ev=2.40
Ca 0.4507 0.1189 -0.2718 -0.081 -0.010 -0.052 0.45
Se 0.3273 1.6695 -2.6872 0.025 0.026 -0.019 -0.40
Te 2.7602 1.7320 -2.0499 -0.014 -0.026 0.005 0.02
Te 2.6741 2.5507 0.5404 0.051 0.086 0.000 0.04
Se 2.3745 0.4211 1.8443 0.006 -0.041 0.037 -0.34
Cl -4.8523 1.3915 4.9747 0.016 -0.004 -0.016 0.61
C -3.7841 0.7434 3.7535 0.006 0.032 -0.011 -0.69
C -3.0726 1.6020 2.9327 -0.020 -0.022 0.027 -0.14
C -2.2391 1.0677 1.9741 0.075 0.033 -0.094 -0.54
Cl -1.3312 2.1576 0.9568 -0.064 -0.067 0.028 0.68
C -2.0557 -0.3226 1.7495 -0.005 0.020 0.084 -0.50
O -1.2847 -0.7982 0.8393 0.029 0.041 0.013 -0.31
C -2.8066 -1.1257 2.6423 0.008 0.003 -0.047 -0.56
Cl -2.6487 -2.8563 2.5027 -0.020 -0.021 0.016 0.71
C -3.6505 -0.6244 3.6149 -0.006 -0.031 0.013 -0.16
H -3.1599 2.6738 3.0390 -0.001 0.003 0.008 0.10
H -4.1949 -1.3002 4.2591 0.003 -0.004 -0.004 0.10
C 2.9950 -2.9906 0.2843 0.038 -0.017 0.026 -0.10
N 1.6144 -3.3149 0.6175 0.013 0.019 -0.013 -0.21
C 1.2989 -3.2775 2.0431 -0.002 -0.010 0.006 -0.06
C 0.6378 -3.2324 -0.3168 -0.034 -0.043 0.028 -0.78
S 0.8265 -2.3357 -1.7473 0.001 0.001 0.018 0.62
N -0.4968 -3.9128 -0.0634 0.002 -0.043 0.012 -0.20
C -1.7085 -3.6449 -0.8205 -0.002 0.026 -0.017 -0.11
C -0.5049 -5.1281 0.7339 -0.019 0.039 -0.022 -0.07
H 3.6404 -3.5574 0.9587 -0.005 -0.017 -0.003 0.09
H 3.2042 -1.9269 0.4176 -0.012 0.009 -0.022 0.02
H 3.2023 -3.2772 -0.7425 0.000 0.021 0.001 0.06
H 1.8863 -2.4793 2.4991 0.005 0.013 -0.001 0.06
H 1.5384 -4.2212 2.5416 0.002 0.005 0.005 0.09
H 0.2466 -3.0420 2.1874 0.000 0.000 -0.016 0.06
H -1.8420 -2.5723 -0.9290 -0.001 -0.016 0.000 0.06
H -2.5501 -4.0438 -0.2570 -0.008 0.001 0.003 0.07
H -1.6682 -4.1094 -1.8093 -0.004 0.005 0.000 0.08
H 0.5109 -5.4911 0.8692 0.007 0.004 0.003 0.09
H -1.0754 -5.8872 0.1957 0.004 -0.005 0.004 0.09
H -0.9648 -4.9775 1.7130 0.007 -0.012 0.003 0.06



53
Properties=species:S:1:pos:R:3:forces:R:3:lowdin_charge:R:1 method="wB97M-V/def2-TZVPD" multiplicity=1 total_charge=+2 lumo_energy_ev="-7.65 / -7.65"
Pd -0.4442 -0.2358 -0.3286 0.629 -0.304 -0.298 0.75
C -3.1426 -2.5009 2.9032 -0.001 -0.004 -0.011 0.01
N -1.7115 -2.3420 3.1702 -0.016 0.035 0.028 -0.12
C -1.2483 -2.8861 4.4474 -0.011 0.008 -0.011 0.00
C -0.9349 -1.6871 2.3278 -0.026 -0.042 0.071 -0.37
O -1.3961 -1.2438 1.2493 -0.212 0.314 0.018 -0.12
C 0.5296 -1.4992 2.7056 -0.047 0.026 -0.046 -0.09
O 1.1830 -0.7509 1.7108 0.122 -0.044 0.052 -0.14
C 1.8737 0.4026 2.1198 -0.125 0.019 -0.099 -0.09
C 1.4324 1.5822 1.2629 -0.060 0.077 0.098 -0.38
O 0.4695 1.4847 0.4680 -0.041 -0.047 0.356 -0.08
N 2.0819 2.7215 1.4273 -0.016 0.002 -0.031 -0.11
C 3.1657 2.8653 2.4024 0.029 -0.001 0.021 0.00
C 1.6912 3.9239 0.6889 0.008 0.010 -0.012 0.01
H -3.6902 -2.3041 3.8229 0.000 -0.004 0.003 0.11
H -3.4579 -1.8013 2.1379 0.006 0.001 0.001 0.09
H -3.3500 -3.5202 2.5776 -0.001 -0.003 0.006 0.11
H -1.7755 -3.8194 4.6316 0.008 -0.007 -0.002 0.11
H -0.1848 -3.1019 4.4348 0.000 -0.009 -0.002 0.09
H -1.4711 -2.1943 5.2606 -0.001 0.001 0.000 0.11
H 0.5844 -1.0060 3.6794 0.002 -0.017 0.011 0.14
H 1.0065 -2.4784 2.7982 0.011 0.007 -0.002 0.15
H 1.6566 0.6513 3.1636 0.038 0.001 0.008 0.14
H 2.9513 0.2476 2.0314 0.006 0.007 -0.014 0.14
H 2.8361 2.6142 3.4104 -0.012 0.004 -0.005 0.10
H 4.0274 2.2527 2.1378 -0.006 -0.001 -0.014 0.10
H 3.4802 3.9043 2.4052 -0.006 0.002 0.001 0.10
H 0.9436 3.6714 -0.0540 -0.009 -0.006 0.011 0.09
H 1.2790 4.6616 1.3767 0.002 0.000 0.003 0.11
H 2.5690 4.3455 0.2014 0.005 0.000 0.008 0.11
Te -1.1447 -1.9766 -2.0220 -0.051 -0.036 -0.141 1.66
C -2.1858 -0.6771 -3.3045 0.001 -0.073 0.187 -0.53
C -2.1453 -0.9161 -4.6726 0.018 -0.001 0.000 -0.12
C -2.8533 -0.0702 -5.5139 -0.001 0.002 -0.015 -0.05
C -3.5956 0.9784 -4.9865 0.003 -0.008 -0.005 -0.04
C -3.6395 1.1942 -3.6157 0.003 -0.009 0.012 -0.05
C -2.9329 0.3620 -2.7589 -0.019 0.028 -0.067 -0.14
C 0.7437 -1.0972 -2.1663 -0.173 0.204 -0.041 -0.54
C 0.7257 0.3167 -2.2509 -0.012 -0.114 0.090 -0.20
C 1.9424 1.0082 -2.0427 -0.042 0.061 -0.101 -0.05
C 3.0910 0.3198 -1.7602 0.036 0.107 -0.016 -0.04
C 3.0829 -1.0834 -1.6760 -0.024 -0.141 0.013 -0.03
C 1.9245 -1.7961 -1.8629 0.026 0.011 -0.008 -0.11
H -1.5749 -1.7391 -5.0850 -0.008 0.001 -0.018 0.11
H -2.8307 -0.2351 -6.5824 0.006 -0.010 0.002 0.12
H -4.1506 1.6265 -5.6510 -0.001 0.007 0.007 0.12
H -4.2280 2.0059 -3.2100 -0.001 0.000 -0.005 0.12
H -2.9743 0.5237 -1.6887 0.001 -0.005 0.004 0.09
H -0.1207 0.8495 -2.6726 -0.024 -0.047 -0.044 0.11
H 1.9604 2.0836 -2.1600 -0.014 -0.004 0.018 0.13
H 4.0240 0.8535 -1.6347 0.001 -0.002 -0.002 0.12
H 4.0028 -1.6132 -1.4651 0.006 0.009 -0.001 0.13
H 1.9249 -2.8754 -1.7879 -0.011 -0.004 -0.016 0.12



Going through the records in order, we get energy values of -1699.91947; -1543.74667; -8407.87758; -1508.28215 Eh.
Going through the records in order, we get M values of 412.5; 364.4; 781.9; 576.5 g mol⁻¹.
Going through the records in order, we get max |F| values of 1.15; 1.25; 0.13; 0.76 eV/A.